Entry 1:
9 unconnected molecules or ions with the total composition C36H62O23S4, computed with wB97M-V/def2-TZVPD.

- ΔE to the lowest compared entry with this formula, charge and spin (eV) = 0.242
- gap between HOMO and LUMO (eV) = 9.3279
- SMILES string = C[C@H]1COC(=O)O1.C[C@H]1COC(=O)O1.C[C@H]1COC(=O)O1.C[C@H]1COC(=O)O1.C[C@H]1COC(=O)O1.O=S1(=O)CCCC1.O=S1(=O)CCCC1.O=S1(=O)CCCC1.O=S1(=O)CCCC1
- total charge = 0
- LUMO energy (eV) = -0.404
- maximum force (eV/Å) = 16.9
- HOMO level (eV) = -9.73

Last column: Mulliken charge in e.
Geometry (Å):
C1 -1.332 1.601 0.188  -1.4782
C2 -0.086 0.662 0.609  1.0014
C3 -0.006 0.363 2.075  -0.5664
O1 0.079 -1.083 2.221  -0.3840
C4 -0.128 -1.551 1.072  0.2927
O2 -0.289 -2.766 0.808  -0.5259
O3 -0.366 -0.641 0.144  0.1979
H1 -2.229 1.279 0.530  0.9354
H2 -1.124 1.865 -0.891  0.1375
H3 -1.283 2.614 0.647  0.0450
H4 0.875 0.931 0.101  -0.1871
H5 -0.810 0.804 2.718  0.2884
H6 0.809 0.512 2.843  0.2456
C5 5.210 2.493 -1.010  -1.2430
C6 4.293 3.631 -0.720  0.4231
C7 4.146 4.562 -1.957  -0.3581
O4 2.857 4.361 -2.342  -0.3365
C8 2.136 3.678 -1.348  0.5668
O5 0.991 3.375 -1.539  -0.4242
O6 2.939 3.281 -0.418  -0.1561
H7 6.268 2.860 -1.370  0.3496
H8 4.674 1.681 -1.758  0.0957
H9 5.455 1.725 -0.261  0.3245
H10 4.635 4.235 0.247  0.1862
H11 4.945 4.286 -2.824  0.2885
H12 4.313 5.557 -1.352  0.2584
C9 -3.602 -1.277 -1.466  -1.2303
C10 -4.080 -0.752 -2.789  0.2856
C11 -3.901 0.887 -2.677  0.3459
O7 -2.834 1.131 -3.608  -0.2860
C12 -2.415 -0.047 -4.256  0.5635
O8 -1.463 -0.144 -5.016  -0.5749
O9 -3.053 -1.041 -3.749  -0.3151
H13 -2.539 -1.058 -1.091  0.1979
H14 -3.880 -2.421 -1.229  0.2649
H15 -4.180 -0.990 -0.551  0.4776
H16 -5.071 -1.020 -2.983  0.4219
H17 -3.332 1.154 -1.768  -0.3583
H18 -4.913 1.554 -2.871  0.1922
C13 3.139 -4.302 1.578  -1.1293
C14 3.254 -2.882 1.752  0.9790
C15 4.390 -2.524 2.947  -0.4102
O10 5.147 -1.523 2.254  -0.3448
C16 4.915 -1.477 0.937  0.5255
O11 5.631 -0.911 0.150  -0.5896
O12 3.914 -2.302 0.582  -0.0871
H19 2.904 -4.813 2.529  0.3812
H20 4.068 -4.767 1.148  0.4224
H21 2.668 -4.734 0.525  -0.0262
H22 2.463 -2.201 1.936  -0.3593
H23 4.910 -3.415 3.266  0.3015
H24 3.736 -2.122 3.815  0.3185
C17 -1.995 -7.298 0.166  -0.8595
C18 -1.692 -6.685 -1.182  0.1639
C19 -0.512 -5.891 -1.296  0.1080
O13 -0.021 -6.072 -2.701  -0.2195
C20 -0.555 -7.140 -3.078  0.6176
O14 -0.376 -7.651 -4.204  -0.6764
O15 -1.405 -7.635 -2.217  -0.3949
H25 -2.306 -6.501 0.982  -0.1038
H26 -1.057 -7.949 0.389  0.3522
H27 -2.887 -8.029 0.048  0.3553
H28 -2.450 -6.137 -1.469  0.7271
H29 0.159 -6.617 -0.680  0.1193
H30 -0.407 -4.718 -0.977  -0.2039
C21 1.154 -0.712 -3.010  -1.5558
C22 2.648 -0.292 -2.750  -0.2816
C23 3.459 -1.365 -3.310  -1.0509
S1 2.431 -2.807 -3.139  1.3005
O16 2.860 -3.708 -2.030  -0.6143
O17 2.219 -3.353 -4.454  -0.7738
C24 0.988 -2.136 -2.529  0.4091
H31 0.997 -0.728 -3.991  0.7180
H32 0.538 -0.005 -2.540  0.2389
H33 2.893 -0.145 -1.624  -0.1812
H34 2.737 0.679 -3.023  0.8943
H35 4.376 -1.570 -2.700  0.3708
H36 3.630 -1.365 -4.313  0.5143
H37 0.917 -2.133 -1.521  -0.5981
H38 0.099 -2.523 -2.950  0.5944
C25 -1.013 -4.431 4.821  -0.1596
C26 -1.559 -5.346 3.964  -0.6229
C27 -2.740 -4.776 3.107  -0.8808
S2 -3.424 -3.567 4.222  1.2237
O18 -4.596 -4.175 4.700  -0.7213
O19 -3.457 -2.331 3.548  -0.6308
C28 -2.180 -3.478 5.481  -0.8480
H39 -0.416 -3.710 4.277  -0.1541
H40 -0.287 -4.836 5.685  0.3422
H41 -1.918 -6.039 4.618  0.4717
H42 -0.879 -5.902 3.302  0.3666
H43 -3.395 -5.416 2.754  0.8628
H44 -2.449 -3.821 2.396  -0.0378
H45 -2.457 -3.997 6.490  0.2888
H46 -1.888 -2.529 5.686  0.5557
C29 2.113 5.833 2.480  -1.3036
C30 1.726 5.494 3.970  -0.5116
C31 0.201 5.900 3.918  -0.8486
S3 -0.499 5.441 2.449  1.3558
O20 -1.004 6.561 1.772  -0.7133
O21 -1.262 4.228 2.509  -0.7046
C32 1.035 4.999 1.661  -0.3129
H47 2.834 5.429 2.282  0.8801
H48 2.115 7.032 2.263  0.2084
H49 2.267 6.188 4.602  0.3985
H50 1.782 4.375 4.389  0.2415
H51 -0.016 7.059 3.780  0.3644
H52 -0.381 5.694 4.863  0.4089
H53 0.781 5.320 0.538  0.1036
H54 1.162 4.005 1.560  0.4370
C33 -4.311 4.948 -1.600  -0.7499
C34 -2.889 4.973 -1.088  0.5938
C35 -2.072 6.106 -1.916  -1.1113
S4 -3.097 6.497 -3.355  1.1476
O22 -2.493 6.518 -4.633  -0.6956
O23 -3.801 7.628 -2.972  -0.6454
C36 -4.108 5.054 -3.231  -0.5687
H55 -4.856 5.815 -0.977  0.2941
H56 -4.766 3.974 -1.439  0.3732
H57 -2.423 4.069 -1.194  -0.4717
H58 -2.898 5.399 -0.069  0.2864
H59 -1.239 5.637 -2.386  0.4164
H60 -1.896 6.948 -1.418  0.5803
H61 -3.471 4.247 -3.752  0.1409
H62 -5.113 5.130 -3.753  0.4364

Entry 2:
A molecular structure, C15H19N2O6S4W, computed with wB97M-V/def2-TZVPD.

- ΔE to the lowest compared entry with this formula, charge and spin (eV) = 1.553
- gap between HOMO and LUMO (alpha / beta) (eV) = 5.2043 / 5.2034
- total charge = +3
- LUMO energy (alpha / beta) (eV) = -13.139 / -13.140
- maximum force (eV/Å) = 0.6
- HOMO level (alpha / beta) (eV) = -18.34 / -18.34

Last column: Mulliken charge in e.
Geometry (Å):
W1 0.463 -0.667 0.672  0.5249
C1 -0.151 -1.537 3.986  -0.6254
C2 1.112 -2.318 3.671  -0.6369
S1 2.113 -1.438 2.449  0.0514
C3 2.546 0.082 3.354  -0.7682
C4 3.246 0.990 2.374  -0.8414
S2 2.170 1.261 0.922  0.1503
C5 3.347 1.025 -0.460  -0.7412
C6 3.680 -0.434 -0.719  -0.5037
S3 2.107 -1.223 -1.170  0.1163
C7 1.987 -2.938 -0.555  -0.2650
C8 0.653 -2.784 0.161  -1.1703
S4 -0.899 -0.895 2.460  0.0095
H1 -0.004 -0.695 4.664  0.4312
H2 -0.905 -2.186 4.437  0.4971
H3 0.890 -3.292 3.238  0.3428
H4 1.737 -2.479 4.552  0.5348
H5 3.208 -0.206 4.174  0.5485
H6 1.644 0.540 3.758  0.4067
H7 4.198 0.578 2.040  0.4654
H8 3.421 1.974 2.811  0.4899
H9 4.235 1.605 -0.203  0.5001
H10 2.882 1.508 -1.322  0.4678
H11 4.096 -0.946 0.149  0.3134
H12 4.374 -0.528 -1.556  0.5374
H13 2.831 -3.133 0.105  0.3308
H14 1.992 -3.652 -1.376  0.4752
H15 0.538 -3.456 1.009  0.4212
H16 -0.198 -2.963 -0.501  0.4932
O1 -0.039 0.881 -0.579  -0.4253
C9 -1.214 0.376 -0.848  1.2072
O2 -1.326 -0.788 -0.253  -0.4522
C10 -2.209 0.977 -1.634  0.2826
C11 -3.510 0.426 -1.647  -0.5647
C12 -4.459 1.046 -2.413  -0.3262
C13 -4.179 2.163 -3.191  -0.2620
C14 -2.886 2.675 -3.162  -0.3642
C15 -1.896 2.124 -2.396  -0.5126
N1 -2.558 3.870 -3.991  1.0565
O3 -1.429 4.290 -3.878  -0.5922
O4 -3.463 4.344 -4.622  -0.5382
N2 -5.843 0.490 -2.418  1.0488
O5 -6.619 1.005 -3.177  -0.5378
O6 -6.046 -0.415 -1.642  -0.5807
H17 -3.779 -0.449 -1.070  0.6888
H18 -4.947 2.622 -3.804  0.6536
H19 -0.911 2.569 -2.402  0.6628